Entry one
The following is a quantum chemistry calculation of one molecule with the formula C2H4N4O, from OMol25.

Calculated values
HOMO-LUMO gap: 0.359 hartree
SMILES string: [H]/N=C1\NN=CNO1

ORCA input file:
```
! RIJCOSX wB97M-V def2-TZVPD def2/J DEFGRID3
* xyz 0 1
C -1.0602 -0.0525 -0.0489
C 1.5187 0.0018 -0.2347
H -2.8089 0.7172 -0.3450
H -0.7661 1.8433 0.4701
H 2.5712 -0.1102 -0.2600
H 1.4542 -2.0413 -0.1939
N -2.3843 -0.1856 -0.2273
N -0.1666 0.9768 0.6294
N 1.0558 1.1467 -0.2399
N 1.0159 -1.1141 0.2141
O -0.4298 -1.1821 0.2361
*
```

From a Löwdin analysis of the wavefunction, the atomic charges in e read: atom 1 (C): -0.4275, atom 2 (C): -0.3609, atom 3 (H): 0.0234, atom 4 (H): 0.1244, atom 5 (H): 0.1230, atom 6 (H): 0.2111, atom 7 (N): 0.1425, atom 8 (N): 0.0422, atom 9 (N): 0.0673, atom 10 (N): 0.0682, atom 11 (O): -0.0137

***

Entry two
The following is a quantum chemistry calculation of one molecule with the formula C2H4N4O, from OMol25.

Calculated values
HOMO-LUMO gap: 0.330 hartree
SMILES string: [H]/N=c1/ncn(N)o1

ORCA input file:
```
! RIJCOSX wB97M-V def2-TZVPD def2/J DEFGRID3
* xyz 0 1
C -1.0332 -0.5316 -0.2412
C 0.0080 0.4413 1.3817
H 0.5855 -1.5334 -1.4307
H 1.3427 -0.0482 -2.4642
H -1.7213 -0.9095 -1.1752
H 0.9108 1.5067 2.8051
N 0.4372 -0.4269 -1.8175
N -0.2051 0.3220 -1.0130
N -1.1214 -0.3855 1.0885
N 0.0966 0.9729 2.6485
O 0.7003 0.5923 0.2178
*
```

From a Löwdin analysis of the wavefunction, the atomic charges in e read: atom 1 (C): -0.1523, atom 2 (C): -0.4624, atom 3 (H): 0.1906, atom 4 (H): 0.2092, atom 5 (H): 0.1833, atom 6 (H): -0.0001, atom 7 (N): -0.0471, atom 8 (N): -0.1686, atom 9 (N): 0.1573, atom 10 (N): 0.1296, atom 11 (O): -0.0393

***

Entry three
The following is a quantum chemistry calculation of one molecule with the formula C2H4N4O, from OMol25.

Calculated values
HOMO-LUMO gap: 0.367 hartree
SMILES string: NC1=N[NH2+]C([O-])=N1

ORCA input file:
```
! RIJCOSX wB97M-V def2-TZVPD def2/J DEFGRID3
* xyz 0 1
N -2.0849 -0.1752 0.3658
C -0.7557 -0.0731 0.1501
N 0.1332 -0.3072 1.1181
N 1.3545 0.0007 0.4240
C 0.9770 0.1839 -1.0561
O 1.9568 0.0490 -1.7593
N -0.3355 0.2335 -1.1177
H -2.4476 -0.2313 1.3034
H -2.6984 0.1329 -0.3725
H 1.7828 0.8255 0.8464
H 2.1179 -0.6387 0.0977
*
```

From a Löwdin analysis of the wavefunction, the atomic charges in e read: atom 1 (N): 0.1537, atom 2 (C): -0.5037, atom 3 (N): 0.0605, atom 4 (N): 0.0562, atom 5 (C): -0.5305, atom 6 (O): 0.0519, atom 7 (N): 0.1553, atom 8 (H): 0.1033, atom 9 (H): 0.1042, atom 10 (H): 0.1675, atom 11 (H): 0.1816

***

Most stable of them? entry three.

***

Entry one
The following is a quantum chemistry calculation of a 2-piece molecular cluster, C8H16N5O overall, from OMol25.

Calculated values
HOMO-LUMO gap: 0.382 hartree

ORCA input file:
```
! RIJCOSX wB97M-V def2-TZVPD def2/J DEFGRID3
* xyz 1 1
C -3.3620 -3.6337 -2.2638
C -2.1965 -2.7469 -1.9271
N -1.1604 -2.7499 -2.7552
C -0.3041 -1.8567 -2.1695
N 0.8513 -1.6064 -2.7674
O 1.2112 -2.1585 -3.9549
N -0.7859 -1.3604 -1.0432
C -0.1466 -0.4031 -0.1494
N -2.0191 -1.9246 -0.9141
H -4.0955 -3.1268 -2.9062
H -3.8211 -4.1019 -1.3846
H -2.9550 -4.4489 -2.8777
H 1.5044 -0.9571 -2.3484
H 1.0840 -3.1233 -3.9299
H -0.2260 -0.6822 0.9069
H 0.9018 -0.2312 -0.4126
H -0.6428 0.5772 -0.2639
H -2.6934 -1.7549 -0.1801
C 2.1745 4.2519 2.2181
C 0.9336 3.4988 2.6844
C 1.2557 2.1262 3.2844
C 1.8397 1.2138 2.3008
N 2.3131 0.5080 1.5269
H 2.6899 3.7182 1.4175
H 1.8973 5.2341 1.8351
H 2.8767 4.3971 3.0408
H 0.2404 3.3887 1.8467
H 0.4235 4.0953 3.4427
H 0.3388 1.6787 3.6752
H 1.9373 2.2357 4.1300
*
```

From a Löwdin analysis of the wavefunction, the atomic charges in e read: atom 1 (C): 0.0225, atom 2 (C): -0.3207, atom 3 (N): 0.2147, atom 4 (C): -0.2918, atom 5 (N): 0.0282, atom 6 (O): 0.0489, atom 7 (N): -0.0367, atom 8 (C): 0.0166, atom 9 (N): 0.1728, atom 10 (H): 0.1023, atom 11 (H): 0.0928, atom 12 (H): 0.0975, atom 13 (H): 0.1646, atom 14 (H): 0.1299, atom 15 (H): 0.0976, atom 16 (H): 0.0686, atom 17 (H): 0.1101, atom 18 (H): 0.1994, atom 19 (C): -0.1042, atom 20 (C): -0.2616, atom 21 (C): -0.1838, atom 22 (C): -0.2146, atom 23 (N): 0.1528, atom 24 (H): 0.0722, atom 25 (H): 0.0770, atom 26 (H): 0.0813, atom 27 (H): 0.1056, atom 28 (H): 0.1123, atom 29 (H): 0.1179, atom 30 (H): 0.1278

***

Entry two
The following is a quantum chemistry calculation of an isolated ion of composition C8H16N5O and charge +1, from OMol25.

Calculated values
HOMO-LUMO gap: 0.362 hartree
SMILES string: CC1=[N+]([O-])[N@@H+](N)N=C(N2CCCC2)C1

ORCA input file:
```
! RIJCOSX wB97M-V def2-TZVPD def2/J DEFGRID3
* xyz 1 1
C 2.3397 -1.0129 0.0757
C 0.3487 0.3713 0.5727
C 1.1395 -0.8933 1.0056
C -2.9800 -0.2385 -0.5503
C -3.0112 1.2324 -0.2824
C -1.8704 -0.7761 0.3304
C -1.5398 1.5563 -0.2471
C 2.8116 -2.3222 -0.4301
N 0.9879 1.4477 0.3556
N -0.9469 0.3793 0.3228
N 3.0068 0.0620 -0.1448
N 3.1638 2.6365 0.0003
N 2.3235 1.3283 0.5042
O 3.9662 0.2350 -0.8373
H 0.4479 -1.7829 1.1422
H 1.4391 -0.8177 2.0754
H -3.9233 -0.7934 -0.1741
H -2.8190 -0.6360 -1.5886
H -3.5335 1.6984 -1.2052
H -3.4711 1.7540 0.5323
H -2.0753 -0.9950 1.4042
H -1.3162 -1.5818 -0.1743
H -1.0314 1.6452 -1.2358
H -1.4443 2.3715 0.5526
H 3.6442 -2.1522 -1.2909
H 2.0197 -2.8908 -0.9329
H 3.3636 -2.9895 0.3857
H 4.0471 2.3851 -0.4910
H 2.5998 3.0131 -0.6467
H 2.5259 1.2972 1.5600
*
```

From a Löwdin analysis of the wavefunction, the atomic charges in e read: atom 1 (C): -0.2383, atom 2 (C): -0.3005, atom 3 (C): 0.0043, atom 4 (C): -0.1812, atom 5 (C): -0.1731, atom 6 (C): -0.1263, atom 7 (C): -0.1608, atom 8 (C): -0.0123, atom 9 (N): 0.0997, atom 10 (N): -0.0732, atom 11 (N): -0.1775, atom 12 (N): 0.2060, atom 13 (N): -0.0244, atom 14 (O): 0.0387, atom 15 (H): 0.1410, atom 16 (H): 0.1426, atom 17 (H): 0.1493, atom 18 (H): 0.1400, atom 19 (H): 0.1531, atom 20 (H): 0.1119, atom 21 (H): 0.1450, atom 22 (H): 0.1221, atom 23 (H): 0.1482, atom 24 (H): 0.1559, atom 25 (H): 0.1398, atom 26 (H): 0.0835, atom 27 (H): 0.1442, atom 28 (H): 0.1007, atom 29 (H): 0.0212, atom 30 (H): 0.2204

***

Most stable of them? entry one.

***

Entry one
The following is a quantum chemistry calculation of one molecule with the formula C3H5BrO, from OMol25.

Calculated values
HOMO-LUMO gap: 0.380 hartree
SMILES string: C=C(Br)CO

ORCA input file:
```
! RIJCOSX wB97M-V def2-TZVPD def2/J DEFGRID3
* xyz 0 1
C -0.8236 -1.4773 -0.7203
C -0.8111 -0.7367 0.3280
C 0.3215 0.5569 0.5434
O 1.6154 0.1277 0.4127
Br -2.0435 -0.8277 1.8638
H -1.6377 -2.1866 -0.8923
H -0.1433 -1.3446 -1.5214
H 0.0326 1.0219 -0.3798
H -0.0078 1.1133 1.4188
H 2.1931 -0.3382 1.1566
*
```

From a Löwdin analysis of the wavefunction, the atomic charges in e read: atom 1 (C): -0.0694, atom 2 (C): -0.6481, atom 3 (C): -0.2741, atom 4 (O): -0.0986, atom 5 (Br): 0.6037, atom 6 (H): 0.0686, atom 7 (H): 0.0638, atom 8 (H): 0.0967, atom 9 (H): 0.0810, atom 10 (H): 0.1765

***

Entry two
The following is a quantum chemistry calculation of a 2-piece molecular cluster, C3H5BrO overall, from OMol25.

Calculated values
HOMO-LUMO gap (alpha / beta): 0.325 / 0.288 hartree

ORCA input file:
```
! RIJCOSX wB97M-V def2-TZVPD def2/J DEFGRID3
* xyz 0 1
C -1.0147 -2.0983 0.4619
C 0.1305 1.4521 -0.5995
C 0.7912 0.6884 0.4779
O -1.8214 -2.3043 -0.3796
Br 2.2998 -0.3448 0.1416
H -0.5282 -2.8420 1.1085
H -0.8066 0.9817 -0.9125
H 0.7786 1.5410 -1.4681
H -0.1224 2.4494 -0.2381
H 0.2931 0.4768 1.4079
*
```

From a Löwdin analysis of the wavefunction, the atomic charges in e read: atom 1 (C): -0.0561, atom 2 (C): -0.2101, atom 3 (C): -0.6808, atom 4 (O): 0.0194, atom 5 (Br): 0.6502, atom 6 (H): 0.0575, atom 7 (H): 0.0706, atom 8 (H): 0.0598, atom 9 (H): 0.0709, atom 10 (H): 0.0185

***

Entry three
The following is a quantum chemistry calculation of one molecule with the formula C3H5BrO, from OMol25.

Calculated values
HOMO-LUMO gap: 0.386 hartree
SMILES string: C[C@H](Br)C=O

ORCA input file:
```
! RIJCOSX wB97M-V def2-TZVPD def2/J DEFGRID3
* xyz 0 1
C 1.2206 0.5948 0.1121
C -1.2928 0.1113 -0.4154
C 0.3692 -0.6154 0.1039
O 2.1311 0.8012 -0.6667
Br 0.3431 -1.2241 1.8317
H 0.9300 1.2195 0.9025
H -0.8683 0.6264 -1.2080
H -1.6577 0.6683 0.4124
H -1.9310 -0.7830 -0.6173
H 0.7558 -1.3990 -0.4551
*
```

From a Löwdin analysis of the wavefunction, the atomic charges in e read: atom 1 (C): -0.4069, atom 2 (C): 0.0240, atom 3 (C): -0.7106, atom 4 (O): 0.0590, atom 5 (Br): 0.7752, atom 6 (H): 0.0837, atom 7 (H): 0.0206, atom 8 (H): 0.0379, atom 9 (H): 0.0726, atom 10 (H): 0.0447

***

Most stable of them? entry three.

***

Entry one
The following is a quantum chemistry calculation of a 4-piece molecular cluster, C3H5BrO overall, from OMol25.

Calculated values
HOMO-LUMO gap: 0.361 hartree

ORCA input file:
```
! RIJCOSX wB97M-V def2-TZVPD def2/J DEFGRID3
* xyz 0 1
C -1.0119 0.5543 -1.5131
C -1.0538 1.2921 -0.5242
C 1.0080 -1.2646 0.5056
O 0.3548 -1.4894 -0.4618
Br -1.7414 2.5967 0.3211
H -0.6326 -0.3141 -2.0451
H -0.1515 0.7650 0.6782
H 2.0436 -1.0327 0.5418
H 0.6570 -1.4166 1.5139
H 0.5277 0.3093 0.9838
*
```

From a Löwdin analysis of the wavefunction, the atomic charges in e read: atom 1 (C): 0.0563, atom 2 (C): -0.9524, atom 3 (C): -0.2654, atom 4 (O): -0.0459, atom 5 (Br): 0.8765, atom 6 (H): 0.0534, atom 7 (H): 0.0376, atom 8 (H): 0.0763, atom 9 (H): 0.0719, atom 10 (H): 0.0917

***

Entry two
The following is a quantum chemistry calculation of a 2-piece molecular cluster, C3H5BrO overall, from OMol25.

Calculated values
HOMO-LUMO gap (alpha / beta): 0.194 / 0.195 hartree

ORCA input file:
```
! RIJCOSX wB97M-V def2-TZVPD def2/J DEFGRID3
* xyz 0 1
C -0.6849 -1.1412 -0.3019
C 0.9847 0.1653 0.6579
C -0.2262 0.1799 -0.1915
O -0.3212 -2.0591 0.3474
Br -3.6808 -0.2432 -0.3151
H -1.4477 -1.1555 -1.0758
H 0.7188 -0.2831 1.6304
H 1.5812 1.0779 0.7170
H 1.7207 -0.6323 0.2638
H -0.3395 1.0985 -0.7844
*
```

From a Löwdin analysis of the wavefunction, the atomic charges in e read: atom 1 (C): -0.4690, atom 2 (C): -0.0647, atom 3 (C): 0.0408, atom 4 (O): 0.1049, atom 5 (Br): -0.1157, atom 6 (H): 0.0211, atom 7 (H): 0.1183, atom 8 (H): 0.0848, atom 9 (H): 0.1449, atom 10 (H): 0.1346

***

Entry three
The following is a quantum chemistry calculation of a 2-piece molecular cluster, C3H5BrO overall, from OMol25.

Calculated values
HOMO-LUMO gap (alpha / beta): 0.295 / 0.311 hartree

ORCA input file:
```
! RIJCOSX wB97M-V def2-TZVPD def2/J DEFGRID3
* xyz 0 1
C 1.7920 -0.7853 -0.2858
C -0.8183 1.0520 0.0559
C -0.7359 -0.4380 -0.1144
O 2.5804 -0.2410 -1.0003
Br -0.7146 -1.7034 1.3500
H 1.7262 -1.2787 0.6472
H -0.3590 1.4919 -0.8011
H -0.3631 1.3821 0.9265
H -2.0001 1.3071 0.2104
H -1.1076 -0.7867 -0.9883
*
```

From a Löwdin analysis of the wavefunction, the atomic charges in e read: atom 1 (C): -0.0585, atom 2 (C): -0.1911, atom 3 (C): -0.6193, atom 4 (O): 0.0534, atom 5 (Br): 0.6245, atom 6 (H): -0.0171, atom 7 (H): 0.0602, atom 8 (H): 0.0289, atom 9 (H): 0.1309, atom 10 (H): -0.0118

***

Most stable of them? entry three.

***

Entry one
The following is a quantum chemistry calculation of a 2-piece molecular cluster, CH3FN2P2 overall, from OMol25.

Calculated values
HOMO-LUMO gap: 0.334 hartree
SMILES string: C/N=P\F.N#P

ORCA input file:
```
! RIJCOSX wB97M-V def2-TZVPD def2/J DEFGRID3
* xyz 0 1
C -0.5710 -0.7822 -0.1381
N -0.0022 0.4433 0.2510
N 1.7682 0.4102 -2.3260
F -0.6431 0.4245 2.7603
P 1.5521 1.4285 -1.2943
P 0.0981 1.2511 1.5301
H -0.1291 -0.8883 -1.2087
H -1.7413 -0.7050 -0.1980
H -0.3317 -1.5821 0.6236
*
```

From a Löwdin analysis of the wavefunction, the atomic charges in e read: atom 1 (C): -0.2321, atom 2 (N): -0.5998, atom 3 (N): -0.5126, atom 4 (F): -0.3804, atom 5 (P): 0.6045, atom 6 (P): 0.8537, atom 7 (H): 0.0586, atom 8 (H): 0.1168, atom 9 (H): 0.0914

***

Entry two
The following is a quantum chemistry calculation of CH3FN2P2 as an isolated structure, from OMol25.

Calculated values
HOMO-LUMO gap (alpha / beta): 0.314 / 0.314 hartree

ORCA input file:
```
! RIJCOSX wB97M-V def2-TZVPD def2/J DEFGRID3
* xyz 0 1
C -0.6237 -1.1121 -0.3260
N -0.0928 0.1728 -0.0924
N 1.2862 2.1603 -0.3847
F 0.2925 1.1234 2.2006
P 0.2636 1.3422 -1.2701
P 1.1722 0.4242 1.0611
H 0.1584 -1.7425 -0.5830
H -1.3136 -0.8713 -1.0950
H -1.1429 -1.4970 0.4895
*
```

From a Löwdin analysis of the wavefunction, the atomic charges in e read: atom 1 (C): -0.2230, atom 2 (N): -0.6830, atom 3 (N): -0.4747, atom 4 (F): -0.3390, atom 5 (P): 0.6518, atom 6 (P): 0.9001, atom 7 (H): 0.0489, atom 8 (H): 0.0584, atom 9 (H): 0.0606

***

Most stable of them? entry two.

***

Entry one
The following is a quantum chemistry calculation of one molecule with the formula C2H4N2S, from OMol25.

Calculated values
HOMO-LUMO gap: 0.335 hartree
SMILES string: C1NN2S[C@@H]12

ORCA input file:
```
! RIJCOSX wB97M-V def2-TZVPD def2/J DEFGRID3
* xyz 0 1
C 0.7900 -0.3514 -0.2319
C -0.5242 -0.4965 0.7898
N 0.3735 1.1267 -0.1381
N -0.7215 0.8837 0.5256
S -1.8752 -0.3090 -0.3462
H 1.8191 -0.6953 -0.0199
H 0.4871 -0.6857 -1.2368
H -0.5475 -0.9934 1.7214
H 0.1989 1.5210 -1.0639
*
```

From a Löwdin analysis of the wavefunction, the atomic charges in e read: atom 1 (C): -0.1193, atom 2 (C): -0.5389, atom 3 (N): -0.1055, atom 4 (N): -0.3464, atom 5 (S): 0.7602, atom 6 (H): 0.0934, atom 7 (H): 0.0629, atom 8 (H): 0.0801, atom 9 (H): 0.1134

***

Entry two
The following is a quantum chemistry calculation of one molecule with the formula C2H4N2S, from OMol25.

Calculated values
HOMO-LUMO gap: 0.383 hartree
SMILES string: N#CSCN

ORCA input file:
```
! RIJCOSX wB97M-V def2-TZVPD def2/J DEFGRID3
* xyz 0 1
C -0.3969 1.0404 -1.5096
C 0.0125 -0.8815 0.0842
N 0.0936 2.0600 -1.6819
N 0.4036 0.0021 1.3548
S -1.2261 -0.3532 -1.0949
H -0.1648 -1.7636 0.6379
H 0.9137 -1.2082 -0.5566
H 0.8959 0.8010 1.1558
H -0.5315 0.3031 1.6104
*
```

From a Löwdin analysis of the wavefunction, the atomic charges in e read: atom 1 (C): -0.6761, atom 2 (C): -0.5284, atom 3 (N): 0.1037, atom 4 (N): 0.0010, atom 5 (S): 0.8997, atom 6 (H): 0.0479, atom 7 (H): 0.0980, atom 8 (H): 0.0033, atom 9 (H): 0.0509

***

Most stable of them? entry two.